ORCA calculation (the ωB97M-V functional and the def2-TZVPD basis) on 7 unconnected molecules or ions with the total composition C47H101Br2Cl2NO19S in a non-equilibrium geometry.

Values from the calculation:
charge = 0
HOMO level = -9.020 eV
orbital gap = 8.696 eV
SMILES string = CCCCCCCCC[C@](CCCCS(=O)(=O)O)(OCCC(=O)O)[C@H]([C@H](Cl)[C@H](C)Cl)N(Br)CC(=O)Br.COCCOC.COCCOC.COCCOC.COCCOC.COCCOC.COCCOC
calculated total energy = -9801.5168 Eh

Each line ends with the Löwdin charge.
Geometry (Å):
C  9.43951  1.90938  -0.83621  -0.162
C  9.65194  0.49165  -0.03497  -0.255
C  8.24581  -0.38951  0.12890  -0.221
C  8.54278  -2.00143  0.18513  -0.231
C  7.33744  -2.81507  0.94706  -0.205
C  5.94539  -2.90581  0.02902  -0.195
C  4.72865  -2.40628  1.00657  -0.225
C  3.21213  -2.63611  0.37363  -0.163
C  2.37163  -1.24659  0.74410  -0.107
C  0.78013  -1.31960  0.20897  -0.323
C  -0.07174  -0.96296  1.55712  -0.119
C  0.24645  0.53813  2.19503  -0.187
C  -1.07752  1.49149  2.34916  -0.212
C  -0.75254  3.07800  2.06287  -0.233
S  0.86442  3.68369  2.83245  0.805
O  0.67072  5.23650  3.03506  -0.385
O  1.24665  2.96845  4.15064  -0.364
O  2.06819  3.55242  1.59534  -0.233
O  0.65101  -2.69775  -0.28505  -0.181
C  -0.67187  -3.27775  -0.09753  -0.172
C  -0.88015  -4.53812  -1.17813  -0.056
C  0.58450  -5.20361  -1.49193  -0.268
O  1.16526  -5.88987  -0.48070  -0.024
O  1.20660  -4.99158  -2.81201  -0.013
C  0.61613  -0.26892  -1.04146  -0.309
C  -0.74453  -0.39805  -1.92973  -0.514
Cl  -0.57984  0.91206  -3.29195  0.547
C  -2.14700  0.00460  -1.20150  -0.626
C  -3.39632  -0.35339  -2.25605  -0.141
Cl  -2.17309  1.86767  -1.02679  0.575
N  1.78923  -0.29619  -1.94880  -0.644
Br  2.79909  1.20547  -2.12727  0.827
C  1.92960  -1.39267  -2.91407  -0.239
C  2.02057  -0.97024  -4.51882  -0.593
O  3.06630  -0.36072  -5.09185  -0.118
Br  0.49780  -1.42766  -5.79812  0.566
H  8.99153  2.76025  -0.13063  0.082
H  10.50846  2.27036  -1.22135  0.078
H  8.73472  1.81823  -1.76680  0.071
H  10.12274  0.64266  1.04161  0.116
H  10.38752  -0.16129  -0.67467  0.097
H  7.52218  -0.21754  -0.80465  0.110
H  7.64320  -0.09855  1.09296  0.107
H  9.57355  -2.17985  0.71329  0.104
H  8.62600  -2.40590  -0.91069  0.113
H  7.71879  -3.87780  1.27685  0.100
H  7.09250  -2.23012  1.95458  0.108
H  5.79380  -4.01277  -0.35607  0.119
H  6.03408  -2.12415  -0.84826  0.107
H  4.91291  -1.26471  1.29618  0.116
H  4.77922  -2.99237  2.03810  0.121
H  2.76914  -3.57395  0.96227  0.130
H  3.20601  -2.90222  -0.76273  0.088
H  2.38959  -1.22340  1.93909  0.130
H  2.91720  -0.26677  0.41488  0.089
H  -1.22421  -1.08983  1.50444  0.095
H  0.30456  -1.72526  2.39570  0.141
H  1.06028  1.09332  1.56136  0.087
H  0.70926  0.42256  3.28916  0.130
H  -1.92105  1.03532  1.67778  0.081
H  -1.48481  1.43204  3.46933  0.135
H  -1.68336  3.71781  2.44508  0.139
H  -0.66230  3.33724  0.90163  0.093
H  2.64828  2.77747  1.87409  0.095
H  -1.58224  -2.56854  -0.27929  0.111
H  -0.78698  -3.74188  0.97044  0.145
H  -1.39398  -4.13054  -2.17488  0.125
H  -1.66426  -5.29389  -0.70934  0.139
H  2.09351  -4.54258  -2.60155  0.126
H  0.58329  0.81945  -0.54863  0.133
H  -0.90210  -1.45356  -2.44721  0.125
H  -2.41287  -0.56203  -0.22150  0.091
H  -3.77898  -1.42828  -1.90427  0.090
H  -3.03823  -0.49334  -3.36058  0.076
H  -4.31775  0.36376  -2.12527  0.077
H  1.11098  -2.25432  -2.87091  0.119
H  2.96328  -1.95422  -2.70431  0.136
C  -2.65979  5.34119  -0.56244  -0.119
O  -3.17323  5.81385  0.67986  -0.203
C  -3.38174  7.22963  0.68283  -0.185
C  -4.84769  7.58369  0.40266  -0.189
O  -5.24335  7.18829  -0.91407  -0.206
C  -5.93592  5.94462  -0.92234  -0.111
H  -2.83318  4.26406  -0.61623  0.012
H  -3.14622  5.81367  -1.41974  0.088
H  -1.58148  5.52797  -0.60806  0.093
H  -2.71284  7.72072  -0.03381  0.128
H  -3.12115  7.58896  1.68319  0.126
H  -4.95985  8.67127  0.45762  0.124
H  -5.51221  7.14188  1.15629  0.126
H  -6.97751  6.10628  -0.62708  0.087
H  -5.48080  5.20928  -0.25700  0.082
H  -5.91697  5.54913  -1.94010  0.086
C  11.18045  -7.54438  3.31329  -0.113
O  10.66701  -7.07171  4.55558  -0.193
C  10.45850  -5.65594  4.55855  -0.187
C  8.99255  -5.30188  4.27839  -0.188
O  8.59689  -5.69728  2.96166  -0.216
C  7.90432  -6.94095  2.95338  -0.107
H  11.00706  -8.62150  3.25949  0.092
H  10.69402  -7.07190  2.45598  0.074
H  12.25876  -7.35759  3.26766  0.083
H  11.12740  -5.16485  3.84192  0.123
H  10.71909  -5.29661  5.55891  0.123
H  8.88039  -4.21430  4.33334  0.122
H  8.32803  -5.74369  5.03202  0.126
H  6.86273  -6.77929  3.24864  0.088
H  8.35944  -7.67628  3.61872  0.083
H  7.92327  -7.33644  1.93563  0.089
C  -9.83055  9.34867  -3.92576  -0.113
O  -8.43223  9.62175  -3.94755  -0.196
C  -7.64949  8.50420  -3.51594  -0.192
C  -7.10308  7.70587  -4.70630  -0.188
O  -8.15586  7.10550  -5.46648  -0.198
C  -8.49622  7.86826  -6.61921  -0.113
H  -10.33256  10.08585  -4.55641  0.089
H  -10.06492  8.35082  -4.30549  0.082
H  -10.20680  9.44534  -2.90166  0.087
H  -8.22991  7.86221  -2.84279  0.122
H  -6.80460  8.90601  -2.94810  0.121
H  -6.48038  6.89125  -4.32281  0.116
H  -6.47159  8.33427  -5.34745  0.127
H  -7.77041  7.66968  -7.41418  0.087
H  -8.52691  8.93988  -6.41619  0.082
H  -9.48459  7.55192  -6.95931  0.089
C  13.31969  -6.36236  0.44145  -0.113
O  13.01209  -6.22915  -0.94346  -0.192
C  11.60574  -6.11762  -1.18354  -0.186
C  11.17886  -4.65505  -1.36106  -0.189
O  11.37644  -3.89885  -0.16282  -0.219
C  12.58876  -3.15304  -0.18523  -0.107
H  14.37400  -6.11414  0.58275  0.092
H  12.71997  -5.69541  1.06623  0.074
H  13.15587  -7.39895  0.75508  0.085
H  11.03664  -6.60052  -0.38037  0.119
H  11.39627  -6.65732  -2.11229  0.123
H  10.10709  -4.62959  -1.58263  0.118
H  11.70445  -4.18929  -2.20460  0.127
H  12.44343  -2.24003  -0.77132  0.083
H  13.42108  -3.72232  -0.60197  0.083
H  12.83871  -2.87531  0.84093  0.090
C  -9.30391  1.99537  -0.03054  -0.102
O  -9.60016  0.65495  -0.41246  -0.209
C  -9.03873  0.31105  -1.68306  -0.186
C  -7.71736  -0.45217  -1.52705  -0.190
O  -6.70728  0.36040  -0.92195  -0.218
C  -6.57714  0.11476  0.47418  -0.105
H  -9.46297  2.08698  1.04625  0.087
H  -8.26998  2.27180  -0.25279  0.081
H  -9.98276  2.68215  -0.54745  0.091
H  -8.90727  1.20584  -2.30293  0.127
H  -9.76050  -0.34025  -2.18566  0.124
H  -7.35391  -0.72622  -2.52265  0.123
H  -7.86122  -1.37971  -0.95808  0.126
H  -5.98236  -0.79081  0.63035  0.084
H  -7.54274  0.00389  0.97001  0.079
H  -6.05261  0.96091  0.92309  0.091
C  -10.80592  0.17385  3.72330  -0.108
O  -11.62186  0.91999  2.82450  -0.202
C  -12.19066  0.10396  1.79569  -0.196
C  -13.63154  -0.30172  2.13057  -0.191
O  -13.68828  -1.13597  3.29138  -0.197
C  -14.02066  -0.40703  4.46808  -0.113
H  -10.68052  0.75909  4.63704  0.090
H  -11.25126  -0.78896  3.98690  0.084
H  -9.82158  0.00764  3.27255  0.080
H  -11.56506  -0.77725  1.61059  0.126
H  -12.20101  0.70429  0.88068  0.118
H  -14.03148  -0.88664  1.29609  0.123
H  -14.27194  0.58087  2.25571  0.125
H  -15.10213  -0.24080  4.49973  0.087
H  -13.50488  0.55286  4.52377  0.081
H  -13.73211  -1.00585  5.33454  0.089

ORCA calculation (the ωB97M-V functional and the def2-TZVPD basis) on a molecular structure, C10H39BN13NiO7 in a non-equilibrium geometry.

Values from the calculation:
spin multiplicity = 3
charge = +1
HOMO level (alpha / beta) = -11.015 / -11.019 eV
orbital gap (alpha / beta) = 8.478 / 8.455 eV
<S²> = 2.00
calculated total energy = -3175.8514 Eh

Each line ends with the Löwdin charge.
Geometry (Å):
Ni  -1.00004  0.18134  -0.42241  0.652
B  0.71747  -0.49392  0.77562  -0.439
H  1.61294  -0.65408  1.35590  -0.026
H  0.68689  0.57486  0.63067  -0.021
H  0.77573  -1.04204  -0.15196  -0.008
H  -0.17375  -0.77754  1.31369  0.000
C  -4.76478  -1.12469  1.13867  -0.028
C  -3.66843  -0.63212  0.15689  -0.356
C  -4.09269  0.45455  -0.93722  -0.070
O  -2.82077  1.00759  -1.44662  -0.280
C  -3.00335  1.72131  -2.67222  -0.076
N  -2.46533  -0.21296  0.97007  0.056
H  -4.85611  -0.48327  2.01523  0.085
H  -4.14648  -1.93462  1.52574  0.078
H  -5.71204  -1.56203  0.82319  0.093
H  -3.34224  -1.52265  -0.38040  0.116
H  -4.41024  1.29977  -0.32658  0.126
H  -4.82356  0.04843  -1.63650  0.138
H  -3.70790  1.34626  -3.41452  0.094
H  -2.05570  1.90118  -3.17987  0.081
H  -3.42994  2.68846  -2.40623  0.094
H  -2.96438  0.44157  1.55542  0.107
H  -2.48080  -0.93284  1.67833  0.103
C  1.57439  0.14206  5.35527  -0.755
O  0.78246  1.08622  5.55148  -0.011
N  2.14028  -0.53411  6.34440  0.161
N  1.82958  -0.33865  4.17667  0.171
H  2.65395  -1.38204  6.15139  0.113
H  1.72621  -0.17228  7.19158  0.122
H  2.35299  -1.17696  3.96839  0.115
H  1.23213  0.10826  3.49592  0.092
C  2.67015  -3.34585  -0.53896  -0.842
O  3.01794  -4.48207  -0.65622  0.065
N  2.73921  -2.41313  -1.39837  0.179
N  2.23563  -2.83950  0.56909  0.154
H  2.58182  -1.57312  -0.86012  0.076
H  2.49189  -2.63189  -2.35287  0.115
H  1.73354  -1.96318  0.57696  -0.019
H  2.20113  -3.47446  1.35379  0.133
C  4.61379  0.64660  0.72396  -0.906
O  5.61883  1.18383  0.50292  0.108
N  4.38403  -0.26798  1.54941  0.201
N  3.54839  0.87828  0.05582  0.174
H  3.38571  -0.35152  1.67774  0.070
H  5.16042  -0.73957  1.99093  0.143
H  3.66422  1.56269  -0.67784  0.107
H  2.63578  0.48580  0.23803  0.040
C  1.27587  0.98393  -2.68766  -0.648
O  0.17568  0.90650  -2.05117  -0.048
N  1.98341  2.09187  -2.70531  0.210
N  1.82265  -0.02269  -3.29943  0.213
H  1.56811  2.96479  -2.41268  0.143
H  2.70953  1.95148  -3.39317  0.126
H  1.32880  -0.89961  -3.38438  0.110
H  2.54706  0.10972  -3.99066  0.137
C  -0.97378  3.04327  0.78702  -0.760
O  -1.23544  2.08339  0.15079  0.023
N  0.05587  3.13783  1.56270  0.231
N  -1.82748  3.97486  0.93606  0.208
H  0.11493  3.97835  2.11960  0.128
H  0.81486  2.47872  1.66077  0.124
H  -1.66908  4.62699  1.69088  0.130
H  -2.78974  3.77986  0.69917  0.136
C  -1.51330  -1.63522  -3.00084  -0.695
O  -1.31066  -1.28340  -1.81125  -0.029
N  -1.15627  -0.87425  -3.96070  0.209
N  -2.17093  -2.68827  -3.34195  0.218
H  -1.36055  -1.16144  -4.90721  0.138
H  -0.71584  0.01447  -3.77022  0.094
H  -2.21346  -2.97941  -4.30814  0.135
H  -2.30924  -3.28172  -2.53648  0.141

ORCA calculation (the ωB97M-V functional and the def2-TZVPD basis) on a single C4H10N2O2 molecule in a non-equilibrium geometry.

Values from the calculation:
charge = 0
HOMO level = -9.267 eV
orbital gap = 9.989 eV
SMILES string = NCCCNC(=O)O
energy relative to the best compared isomer or geometry (same formula, charge and spin) = 24.2 kcal per mole
calculated total energy = -418.4224 Eh

Each line ends with the Löwdin charge.
Geometry (Å):
C  0.28511  -0.75453  -0.34159  -0.177
C  -0.18513  0.19184  0.75597  -0.203
C  0.87103  0.29882  1.87689  -0.285
N  1.96689  1.20380  1.53107  -0.004
N  -0.23649  -0.47060  -1.68360  0.075
C  -1.53820  -0.37696  -2.05700  -0.632
O  -2.34586  0.00830  -1.05839  0.105
O  -1.93449  -0.57245  -3.18321  0.075
H  -0.00109  -1.75276  -0.05240  0.119
H  1.35134  -0.64202  -0.44820  0.113
H  -1.15600  -0.08366  1.14936  0.100
H  -0.26280  1.20183  0.32999  0.112
H  0.36915  0.63988  2.78210  0.098
H  1.25259  -0.71895  1.99521  0.109
H  1.66824  1.87724  0.84591  0.059
H  2.82625  0.72605  1.33133  0.057
H  0.34939  -0.66144  -2.47841  0.142
H  -3.27993  -0.11441  -1.29505  0.137

ORCA calculation (the ωB97M-V functional and the def2-TZVPD basis) on 3 unconnected molecules or ions with the total composition H6O3 in a non-equilibrium geometry.

Values from the calculation:
charge = 0
HOMO level = -10.743 eV
orbital gap = 11.317 eV
SMILES string = O.O.O
energy relative to the best compared isomer or geometry (same formula, charge and spin) = 12.5 kcal per mole
calculated total energy = -229.3051 Eh

Each line ends with the Löwdin charge.
Geometry (Å):
O  10.54300  17.85900  -11.72000  -0.045
H  9.88600  18.25800  -12.27200  0.041
H  10.32100  16.96800  -12.07100  0.083
O  13.04600  17.10300  -12.00800  -0.029
H  12.31000  17.68500  -12.12800  -0.011
H  13.59700  17.63100  -11.47600  0.026
O  13.47300  14.64900  -13.44700  -0.071
H  13.48300  15.58200  -13.21900  -0.018
H  14.23900  14.31400  -12.98100  0.024